Molecular formula: CH5N3O2
Method: DFT, ωB97M-V with the def2-TZVPD basis set

Bonds (Å) are listed after each position.
Positions of all 11 atoms, in Å:
1 C 2.10 0.06 -0.11  O5 1.504, H7 1.059, H8 1.097, H9 1.186
2 N -2.61 0.13 -0.08  N3 1.341, H10 1.010, H11 1.008
3 N -1.45 0.81 -0.05  N2 1.341, N4 1.290
4 N -0.35 0.15 0.04  N3 1.290, O5 1.410, O6 1.223
5 O 0.85 0.89 -0.04  C1 1.504, N4 1.410
6 O -0.18 -1.06 0.07  N4 1.223
7 H 1.89 -0.96 0.07  C1 1.059
8 H 2.39 0.40 -1.11  C1 1.097
9 H 2.75 0.35 0.83  C1 1.186
10 H -2.35 -0.78 -0.45  N2 1.010
11 H -3.04 0.01 0.83  N2 1.008

Results
HOMO: -9.2 eV
Total energy: -9677.6832 eV
SMILES: CO/[N+]([O-])=N/N
Kohn-Sham gap: 10.166 eV
ΔE to the lowest compared entry with this formula, charge and spin: 461.9 kJ/mol
Molecular weight: 91.1 g/mol
Total charge: 0